No. 1
Molecular formula: C99H219N9O15
Method: DFT, ωB97M-V/def2-TZVPD

Output
energy above the lowest of the compared OMol25 structures with the same formula, charge and spin = 294.3 kcal/mol

```
! RIJCOSX wB97M-V def2-TZVPD def2/J DEFGRID3
* xyz 0 1
C 5.372 3.676 -0.466
C 5.846 5.036 -0.982
C 5.184 6.107 -0.117
O 7.193 5.491 -1.019
H 4.290 3.593 -0.567
H 5.530 3.702 0.612
H 5.922 2.858 -0.930
H 5.541 5.117 -2.026
H 5.674 7.079 -0.175
H 5.212 5.878 0.949
H 4.097 6.079 -0.196
H 7.655 4.790 -1.484
C 3.412 1.644 2.066
C 2.618 2.620 2.983
C 3.135 3.925 3.496
O 1.533 2.833 2.212
H 4.223 1.163 2.612
H 3.690 2.262 1.212
H 2.754 0.797 1.868
H 2.346 1.953 3.801
H 3.230 4.487 2.567
H 3.998 3.949 4.161
H 2.295 4.449 3.951
H 0.797 3.077 2.778
C -1.381 0.774 -0.497
C -0.112 0.200 0.276
C -0.413 -0.658 1.534
O 0.366 -0.784 -0.558
H -1.722 1.579 0.153
H -2.198 0.056 -0.573
H -1.188 1.290 -1.438
H 0.749 0.860 0.387
H -1.177 -1.409 1.329
H -0.798 0.042 2.276
H 0.505 -1.022 1.994
H 0.087 -0.508 -1.434
C 3.914 2.688 -3.735
C 3.653 1.657 -4.834
C 2.516 2.119 -5.769
O 4.734 1.657 -5.655
H 3.194 2.702 -2.918
H 3.879 3.668 -4.211
H 4.814 2.291 -3.265
H 3.472 0.642 -4.481
H 1.629 1.588 -5.426
H 2.685 1.749 -6.780
H 2.351 3.195 -5.715
H 5.439 2.110 -5.187
C -0.164 -2.367 -4.530
C -0.661 -2.183 -5.996
C -0.638 -3.509 -6.721
O -2.065 -1.723 -5.835
H -0.076 -1.380 -4.076
H 0.809 -2.860 -4.541
H -0.867 -2.992 -3.980
H -0.029 -1.462 -6.516
H -1.447 -4.124 -6.324
H 0.296 -4.069 -6.679
H -0.696 -3.491 -7.809
H -2.397 -1.763 -6.734
C 3.932 -2.453 5.829
C 3.446 -1.114 5.464
C 4.081 0.020 6.300
O 3.767 -0.824 4.167
H 3.941 -3.075 4.933
H 3.292 -2.793 6.644
H 4.916 -2.296 6.271
H 2.356 -1.098 5.476
H 4.934 0.434 5.763
H 4.453 -0.170 7.307
H 3.392 0.864 6.342
H 3.487 0.066 3.945
C -6.894 -4.438 -2.075
C -5.514 -4.607 -2.841
C -4.828 -3.239 -3.086
C -4.159 -2.624 -1.893
C -3.128 -3.596 -1.303
C -3.743 -5.036 -0.960
N -4.566 -5.520 -2.071
O -5.015 -6.818 -1.873
C -2.508 -5.931 -0.744
C -4.478 -4.905 0.439
C -5.764 -5.175 -4.225
H -6.858 -3.914 -1.120
H -7.522 -5.307 -1.878
H -7.630 -3.867 -2.640
H -4.052 -3.394 -3.835
H -5.497 -2.424 -3.361
H -4.910 -2.334 -1.159
H -3.543 -1.742 -2.068
H -2.686 -3.235 -0.375
H -2.235 -3.768 -1.905
H -2.067 -6.037 -1.735
H -1.643 -5.569 -0.186
H -2.788 -6.939 -0.439
H -5.281 -4.170 0.369
H -4.977 -5.830 0.727
H -3.797 -4.507 1.190
H -6.464 -4.543 -4.772
H -6.282 -6.131 -4.152
H -4.853 -5.161 -4.824
H -4.811 -7.282 -2.688
C 0.320 -8.870 5.457
C -0.746 -7.822 5.118
C -0.322 -7.147 3.773
C -1.471 -6.250 3.306
C -2.711 -7.052 3.006
C -3.260 -7.847 4.263
N -2.115 -8.394 4.959
O -2.518 -9.181 6.064
C -4.157 -6.903 5.213
C -4.081 -9.037 3.644
C -0.799 -6.724 6.220
H 1.288 -8.391 5.610
H 0.363 -9.603 4.652
H 0.221 -9.506 6.336
H 0.447 -6.376 3.813
H -0.133 -7.807 2.927
H -1.190 -5.650 2.441
H -1.764 -5.535 4.074
H -2.608 -7.640 2.094
H -3.391 -6.257 2.701
H -4.989 -7.534 5.526
H -3.581 -6.414 5.999
H -4.567 -6.074 4.636
H -4.770 -9.423 4.395
H -4.618 -8.739 2.744
H -3.507 -9.910 3.334
H -1.008 -5.683 5.970
H 0.217 -6.573 6.583
H -1.422 -6.952 7.085
H -2.781 -9.970 5.584
C -2.074 6.802 -9.412
C -2.624 5.934 -8.257
C -4.002 5.360 -8.648
C -4.522 4.311 -7.660
C -3.498 3.094 -7.537
C -2.042 3.667 -7.191
N -1.638 4.846 -7.907
O -0.404 5.397 -7.563
C -2.127 3.913 -5.659
C -1.071 2.605 -7.615
C -2.801 6.907 -7.022
H -1.132 7.264 -9.119
H -2.842 7.427 -9.868
H -1.521 6.122 -10.061
H -4.821 6.074 -8.737
H -3.893 4.997 -9.669
H -5.457 3.843 -7.966
H -4.554 4.797 -6.685
H -3.363 2.665 -8.530
H -3.880 2.177 -7.087
H -2.886 4.633 -5.350
H -2.260 2.967 -5.135
H -1.144 4.181 -5.274
H -0.901 2.653 -8.690
H -0.144 2.691 -7.048
H -1.555 1.643 -7.446
H -1.817 7.133 -6.613
H -3.441 6.483 -6.248
H -3.354 7.767 -7.401
H -0.765 5.665 -6.715
C 1.047 8.482 -3.632
C 1.994 7.833 -2.503
C 1.866 8.407 -1.048
C 0.730 7.772 -0.265
C 0.810 6.198 -0.319
C 0.867 5.643 -1.759
N 1.946 6.351 -2.456
O 2.232 5.708 -3.620
C 1.143 4.135 -1.592
C -0.558 5.781 -2.431
C 3.475 8.269 -2.823
H 1.492 9.448 -3.873
H 0.075 8.622 -3.160
H 1.090 7.909 -4.559
H 2.755 8.319 -0.423
H 1.541 9.447 -1.066
H -0.166 8.152 -0.757
H 0.854 8.271 0.697
H -0.093 5.906 0.218
H 1.608 5.881 0.352
H 0.416 3.642 -0.947
H 1.347 3.580 -2.508
H 1.972 3.937 -0.914
H -0.792 5.117 -3.262
H -1.364 5.297 -1.880
H -0.926 6.801 -2.544
H 3.683 9.338 -2.781
H 3.856 7.799 -3.730
H 4.071 7.872 -2.002
H 2.897 5.085 -3.318
C -2.486 -2.626 4.581
C -2.044 -1.814 5.853
C -0.540 -2.053 6.117
C 0.008 -1.143 7.220
C -0.062 0.292 6.606
C -1.508 0.716 6.237
N -2.095 -0.362 5.446
O -3.274 0.035 4.946
C -2.285 0.993 7.541
C -1.304 2.014 5.373
C -3.075 -2.376 6.939
H -1.889 -2.283 3.736
H -3.553 -2.667 4.363
H -2.202 -3.674 4.676
H -0.546 -3.095 6.436
H -0.043 -2.021 5.148
H 1.037 -1.469 7.369
H -0.551 -1.279 8.145
H 0.682 0.424 5.820
H 0.397 0.867 7.410
H -1.636 1.504 8.252
H -3.083 1.730 7.461
H -2.603 0.124 8.118
H -2.267 2.393 5.030
H -0.795 2.824 5.896
H -0.773 1.746 4.460
H -2.765 -3.303 7.421
H -4.114 -2.461 6.621
H -3.239 -1.683 7.765
H -3.065 -0.109 4.021
C 0.633 7.334 5.122
C -0.708 7.870 4.557
C -0.956 7.144 3.222
C -1.521 5.756 3.229
C -2.694 5.641 4.184
C -2.671 6.393 5.547
N -1.911 7.670 5.488
O -1.878 8.301 6.715
C -4.178 6.835 5.794
C -2.212 5.438 6.686
C -0.618 9.363 4.240
H 0.647 6.252 5.252
H 0.614 7.676 6.157
H 1.581 7.746 4.776
H -1.592 7.787 2.614
H 0.055 7.030 2.829
H -0.712 5.095 3.540
H -1.851 5.455 2.235
H -2.794 4.602 4.498
H -3.593 5.574 3.570
H -4.952 6.189 5.379
H -4.306 6.883 6.875
H -4.394 7.774 5.284
H -2.190 5.936 7.655
H -2.919 4.614 6.778
H -1.209 5.150 6.370
H -1.394 9.806 3.616
H 0.379 9.617 3.881
H -0.689 9.884 5.194
H -2.661 8.833 6.553
C 7.181 -6.533 2.345
C 5.877 -7.362 2.128
C 4.915 -7.461 3.418
C 4.236 -6.204 3.869
C 3.464 -5.730 2.679
C 4.135 -5.616 1.289
N 4.976 -6.814 1.081
O 5.464 -6.932 -0.276
C 2.959 -5.681 0.294
C 4.890 -4.250 1.121
C 6.323 -8.763 1.796
H 8.154 -7.018 2.432
H 7.032 -6.265 3.391
H 7.288 -5.706 1.643
H 4.245 -8.308 3.274
H 5.529 -7.820 4.245
H 4.999 -5.463 4.108
H 3.488 -6.380 4.643
H 2.991 -4.778 2.921
H 2.537 -6.302 2.662
H 2.513 -6.673 0.370
H 2.214 -4.894 0.403
H 3.399 -5.544 -0.694
H 4.162 -3.446 1.010
H 5.576 -4.084 1.952
H 5.459 -4.165 0.195
H 7.103 -8.857 1.040
H 5.480 -9.361 1.450
H 6.536 -9.217 2.764
H 4.807 -7.566 -0.571
C -7.437 0.862 1.577
C -6.431 0.558 0.460
C -7.090 -0.299 -0.631
C -6.486 -0.075 -2.034
C -6.703 1.380 -2.367
C -5.916 2.307 -1.449
N -5.847 1.767 -0.074
O -5.303 2.645 0.760
C -4.459 2.476 -2.018
C -6.587 3.680 -1.481
C -5.222 -0.197 1.048
H -8.377 1.206 1.145
H -7.174 1.581 2.353
H -7.642 -0.039 2.156
H -6.874 -1.326 -0.339
H -8.173 -0.226 -0.530
H -6.931 -0.748 -2.766
H -5.418 -0.235 -1.884
H -7.761 1.642 -2.369
H -6.450 1.526 -3.417
H -3.617 1.788 -1.937
H -4.491 2.418 -3.106
H -4.077 3.474 -1.803
H -6.653 4.052 -2.504
H -7.542 3.613 -0.959
H -5.904 4.415 -1.056
H -5.366 -1.111 1.623
H -4.563 0.375 1.702
H -4.644 -0.457 0.161
H -6.003 3.299 0.825
C 4.012 -2.250 -4.495
C 5.523 -2.464 -4.164
C 5.610 -3.633 -3.112
C 6.986 -4.309 -2.915
C 7.478 -4.814 -4.284
C 7.423 -3.728 -5.420
N 6.054 -3.012 -5.443
O 5.861 -2.179 -6.615
C 8.541 -2.740 -5.158
C 7.617 -4.548 -6.716
C 6.285 -1.208 -3.581
H 3.511 -3.183 -4.754
H 3.797 -1.485 -5.240
H 3.531 -1.919 -3.574
H 5.420 -3.235 -2.115
H 4.803 -4.330 -3.342
H 6.852 -5.035 -2.113
H 7.762 -3.674 -2.488
H 7.025 -5.767 -4.559
H 8.525 -5.081 -4.145
H 8.285 -1.697 -4.969
H 9.274 -3.053 -4.415
H 9.038 -2.836 -6.123
H 7.452 -3.875 -7.558
H 8.627 -4.935 -6.847
H 6.841 -5.314 -6.695
H 5.603 -0.797 -2.836
H 6.498 -0.480 -4.364
H 7.169 -1.464 -2.998
H 6.384 -1.408 -6.385
*
```

=====

No. 2
Molecular formula: C9H10BrN2OS
Method: DFT, ωB97M-V/def2-TZVPD

Output
structure (SMILES) = C[NH2+][C@H](c1cscn1)c1occc1Br
energy above the lowest of the compared OMol25 structures with the same formula, charge and spin = 0.0 kcal/mol

```
! RIJCOSX wB97M-V def2-TZVPD def2/J DEFGRID3
* xyz 1 1
C -1.374 -1.223 1.359
N -0.070 -0.629 1.110
C 0.320 -0.283 -0.319
C 1.837 -0.219 -0.393
C 2.421 0.217 -1.517
S 4.117 0.459 -1.207
C 3.881 -0.089 0.373
N 2.602 -0.311 0.715
C -0.314 0.890 -0.980
O -0.977 0.664 -2.114
C -1.489 1.877 -2.454
C -1.084 2.853 -1.502
C -0.320 2.162 -0.556
Br 0.278 2.825 1.129
H -2.072 -0.728 0.705
H -1.330 -2.336 1.289
H -1.658 -1.141 2.525
H 0.073 0.286 1.538
H 0.674 -1.250 1.492
H -0.125 -1.170 -0.989
H 2.020 0.226 -2.490
H 4.701 -0.089 1.053
H -2.115 1.994 -3.330
H -1.322 3.977 -1.515
*
```

=====

Number 1: electronic energy -5523.99058 Eh, HOMO-LUMO gap 8.0992 eV. Number 2: electronic energy -3505.60525 Eh, HOMO-LUMO gap 9.6380 eV.